1.
C2H7NO | wB97M-V/def2-TZVPD

Spin multiplicity ... 1
Relative energy (zero: lowest compared OMol25 entry of this formula, charge and spin) ... 3.335 eV
E_LUMO ... 0.0 eV
E_tot ... -5721.9064 eV
M ... 61.08 g mol⁻¹
Charge ... 0
Largest force on an atom ... 0.05539 Eh/bohr
Kohn-Sham gap ... 8.940 eV
SMILES ... C=NC.O

Last column: natural (NBO) charge in e.
Cartesian coordinates (Å):
H: -1.185 -1.637 -0.514  0.163
C: -0.567 1.062 0.163  -0.458
H: -0.834 1.097 -0.882  0.188
H: 0.303 1.713 0.257  0.226
H: -1.325 1.542 0.776  0.199
H: -2.187 -0.623 0.668  0.127
C: -1.186 -0.903 0.308  0.091
O: 2.502 -0.725 -0.869  -0.956
H: 2.965 -0.791 -0.026  0.464
H: 1.629 -0.414 -0.584  0.480
N: -0.116 -0.320 0.703  -0.524



2.
C13H24ClCuN2O6P2S3 | wB97M-V/def2-TZVPD

Spin multiplicity ... 2
Relative energy (zero: lowest compared OMol25 entry of this formula, charge and spin) ... 1.608 eV
E_LUMO (spin up / spin down) ... -2.7 / -5.2 eV
<S²> ... 0.753
E_tot ... -137381.0444 eV
M ... 561.49 g mol⁻¹
Charge ... +1
Largest force on an atom ... 0.04622 Eh/bohr
Kohn-Sham gap (spin up / spin down) ... 7.684 / 5.143 eV

Last column: natural (NBO) charge in e.
Cartesian coordinates (Å):
C: -1.298 3.576 1.942  -0.537
H: -1.730 3.845 2.906  0.238
H: -2.151 3.553 -0.936  0.212
H: -1.457 -2.485 -2.918  0.486
S: 1.095 3.023 0.591  0.155
H: 2.019 -0.639 -4.143  0.521
Cu: 1.034 -0.515 0.068  1.500
H: -1.794 4.146 1.161  0.217
C: 0.356 -3.003 -2.185  -0.620
H: 0.991 -2.084 5.537  0.249
H: 0.639 3.366 2.862  0.230
N: -1.094 -3.293 -2.326  -0.735
H: -1.473 -3.134 -1.362  0.470
O: 0.557 -4.505 0.044  -0.988
C: 0.617 4.109 -0.812  -0.534
P: 0.467 -1.231 -2.781  2.379
H: -2.980 2.287 -1.848  0.240
H: 3.002 -0.975 4.550  0.247
H: -0.216 4.721 -0.474  0.215
H: -1.151 -1.004 1.986  0.253
H: 1.427 -4.798 0.313  0.520
H: 1.462 4.759 -1.035  0.238
H: -0.343 3.858 -2.738  0.236
O: 1.850 -2.332 0.138  -1.136
H: 2.260 -3.739 -2.797  0.253
P: 0.565 -2.945 -0.338  2.329
H: 1.033 -4.996 -2.576  0.226
H: 0.995 -3.937 -4.009  0.242
C: 0.199 3.819 1.974  -0.525
C: -0.233 -1.597 3.844  -0.082
O: 1.396 -1.362 -4.074  -0.990
N: 0.838 -0.462 2.047  -0.568
H: -3.711 2.318 0.537  0.230
C: 1.209 -3.985 -2.942  -0.633
C: -0.251 -1.013 2.582  0.059
H: 1.143 2.908 -2.530  0.232
Cl: -1.657 -2.306 4.474  0.074
O: 1.216 -0.301 -1.832  -1.198
S: -0.672 1.755 -1.595  0.219
H: 2.819 0.039 2.283  0.220
C: 2.066 -1.003 4.014  -0.233
C: 0.250 3.279 -2.028  -0.534
H: -2.985 0.768 0.045  0.232
H: -1.308 -4.222 -2.688  0.431
C: 1.972 -0.442 2.752  0.051
C: 0.952 -1.609 4.570  -0.142
O: -0.712 -2.300 0.087  -1.163
C: -2.789 1.825 0.224  -0.524
O: -0.936 -0.899 -3.139  -1.105
S: -1.645 1.798 1.646  0.156
C: -2.267 2.478 -1.046  -0.547
H: 0.425 4.885 1.972  0.234



3.
C2H4NO2 | wB97M-V/def2-TZVPD

Spin multiplicity ... 1
Relative energy (zero: lowest compared OMol25 entry of this formula, charge and spin) ... 5.654 eV
E_LUMO ... -6.8 eV
E_tot ... -7710.3023 eV
M ... 74.06 g mol⁻¹
Charge ... +1
Largest force on an atom ... 0.12662 Eh/bohr
Kohn-Sham gap ... 11.307 eV
SMILES ... O=[N+]1CCO1

Last column: natural (NBO) charge in e.
Cartesian coordinates (Å):
H: -0.439 -1.376 0.753  0.258
N: -1.775 0.026 -0.033  0.570
H: 0.569 1.399 1.027  0.258
C: 0.122 0.978 0.064  -0.042
O: -2.865 -0.333 0.039  -0.080
C: -0.544 -0.770 -0.043  -0.280
H: -0.089 -1.315 -0.857  0.300
O: -1.350 1.233 -0.017  -0.197
H: 0.621 1.338 -0.726  0.213



4.
C3H5NO2 | wB97M-V/def2-TZVPD

Spin multiplicity ... 1
Relative energy (zero: lowest compared OMol25 entry of this formula, charge and spin) ... 1.086 eV
E_LUMO ... 0.7 eV
E_tot ... -8776.6087 eV
M ... 87.08 g mol⁻¹
Charge ... 0
Largest force on an atom ... 0.03619 Eh/bohr
Kohn-Sham gap ... 10.438 eV
SMILES ... O=CCNC=O

Last column: natural (NBO) charge in e.
Cartesian coordinates (Å):
C: -1.216 0.422 1.209  0.519
C: 1.017 0.285 -0.924  0.427
H: 0.324 -0.809 1.935  0.405
H: 1.063 -1.621 -0.107  0.228
H: 0.822 1.349 -0.758  0.141
O: -1.789 0.784 0.205  -0.605
H: -0.544 -1.317 -0.748  0.235
N: -0.153 -0.431 1.131  -0.624
H: -1.517 0.620 2.236  0.123
C: 0.278 -0.872 -0.195  -0.330
O: 1.925 -0.054 -1.645  -0.518



5.
C4H10N2O2 | wB97M-V/def2-TZVPD

Spin multiplicity ... 1
Relative energy (zero: lowest compared OMol25 entry of this formula, charge and spin) ... 6.508 eV
E_LUMO ... 0.9 eV
E_tot ... -11380.3948 eV
M ... 118.14 g mol⁻¹
Charge ... 0
Largest force on an atom ... 0.08663 Eh/bohr
Kohn-Sham gap ... 9.317 eV
SMILES ... C/C=[N+](\[O-])O.[H]/N=C/C

Last column: natural (NBO) charge in e.
Cartesian coordinates (Å):
C: -1.014 0.447 0.958  -0.067
H: -2.598 -0.919 0.653  0.220
H: 1.699 -0.664 -3.097  0.215
H: -1.527 -1.478 2.011  0.222
O: -2.136 2.248 1.687  -0.504
H: -2.689 -0.249 2.129  0.233
H: -0.591 3.383 0.379  0.485
H: 2.596 0.462 -1.991  0.232
H: -0.253 0.017 0.480  0.239
N: -1.229 1.689 1.150  0.390
H: 0.994 0.359 -1.832  0.231
H: 2.414 -2.251 -1.615  0.153
C: 1.756 -0.199 -2.160  -0.672
H: 1.480 -2.122 0.481  0.338
O: -0.231 2.485 0.615  -0.572
N: 1.355 -1.240 -0.119  -0.646
C: 1.911 -1.347 -1.243  0.164
C: -1.938 -0.622 1.515  -0.660



> Among the records above, which one has the lowest E_tot?

C13H24ClCuN2O6P2S3



> Which formula does entry 2 have?

C13H24ClCuN2O6P2S3



> Which formula does entry 2 have?

C13H24ClCuN2O6P2S3